# 1
Here is a structure of composition C6H8N2 in a non-equilibrium geometry from the Open Molecules 2025 dataset. Energies are from ωB97M-V/def2-TZVPD.

```
16
Properties=species:S:1:pos:R:3:nbo_charge:R:1
N -0.693 1.563 0.041 -0.58
N 2.171 -0.397 0.071 -0.46
C -2.072 -0.606 0.481 -0.57
C 0.325 -0.160 -0.627 -0.17
C 0.765 1.088 -0.247 0.06
C -1.127 0.141 -0.439 -0.10
C 1.982 0.975 0.230 -0.15
C 1.251 -1.161 -0.208 -0.04
H -1.629 -0.996 1.416 0.21
H 3.205 -0.766 -0.058 0.39
H 1.386 -2.209 0.030 0.22
H 2.645 1.516 1.038 0.23
H -0.783 2.261 -0.646 0.36
H -2.635 -1.481 -0.511 0.18
H -2.922 0.228 0.710 0.23
H -1.869 0.003 -1.280 0.20
```

Summary:
Kohn-Sham gap, Eh: 0.328
DFT total energy, eV: -9325.2180
Molar mass, g mol⁻¹: 108.14
ΔE to the lowest compared entry with this formula, charge and spin, kcal per mole: 149.7
Max |F|, eV/A: 13.7

# 2
Here is a structure of composition C5H15N2 in a non-equilibrium geometry from the Open Molecules 2025 dataset. Energies are from ωB97M-V/def2-TZVPD.

```
22
Properties=species:S:1:pos:R:3:nbo_charge:R:1
N 0.711 -0.571 0.497 -0.59
N -1.241 0.351 -0.527 -0.61
C 1.976 -0.039 -0.093 -0.22
C 2.216 -0.804 -1.413 -0.64
C -2.637 -0.286 -0.506 -0.40
C -0.986 1.149 0.660 -0.26
C 0.007 0.297 1.507 -0.25
H -1.924 1.328 1.183 0.23
H -1.249 0.772 -1.450 0.42
H 0.932 -1.459 0.946 0.42
H -3.460 0.412 -0.552 0.22
H -0.225 -0.366 -0.257 0.43
H 0.715 0.857 2.096 0.23
H 1.844 -1.815 -1.258 0.22
H 2.802 -0.289 0.576 0.22
H -2.602 -0.822 0.431 0.20
H 3.282 -0.900 -1.634 0.24
H -2.656 -0.965 -1.348 0.22
H -0.613 2.164 0.528 0.24
H -0.630 -0.315 2.141 0.22
H 1.793 1.029 -0.209 0.21
H 1.896 -0.267 -2.309 0.23
```

Summary:
Kohn-Sham gap, Eh: 0.441
DFT total energy, eV: -8401.3290
Molar mass, g mol⁻¹: 103.19
ΔE to the lowest compared entry with this formula, charge and spin, kcal per mole: 31.1
Charge: +1
Max |F|, eV/A: 2.9

# 3
Here is the ion C8H9N2OS2 with charge +1 in a non-equilibrium geometry from the Open Molecules 2025 dataset. Energies are from ωB97M-V/def2-TZVPD.

```
22
Properties=species:S:1:pos:R:3:nbo_charge:R:1
S 2.606 0.193 -2.227 1.31
S -0.341 -2.458 1.242 0.25
O 2.101 -1.103 -1.687 -0.89
N 2.253 2.486 -0.606 -0.48
N -0.369 0.219 -1.631 -0.35
C 1.348 1.224 -3.000 -0.59
C -0.603 -1.720 2.909 -0.49
C -0.566 -0.832 -0.920 0.24
C -0.050 0.912 -2.674 0.22
C -1.583 -0.545 2.799 -0.48
C -0.894 -0.871 0.475 -0.26
C -1.539 -0.032 1.415 -0.03
C 1.930 1.648 -1.472 0.12
H -2.026 0.832 1.079 0.22
H -2.565 -1.047 3.063 0.25
H 0.367 -1.450 3.192 0.22
H -1.526 0.253 3.581 0.26
H 1.652 1.871 -3.885 0.30
H -0.417 -1.894 -1.230 0.26
H 2.004 3.471 -0.660 0.40
H -0.889 -2.373 3.679 0.24
H -0.893 1.214 -3.441 0.27
```

Summary:
Kohn-Sham gap, Eh: 0.252
DFT total energy, eV: -35127.3767
Molar mass, g mol⁻¹: 213.31
ΔE to the lowest compared entry with this formula, charge and spin, kcal per mole: 0.0
Charge: +1
Max |F|, eV/A: 4.2